The following is a quantum chemistry calculation of a 2-piece molecular cluster, C3H10NO overall, from OMol25.

Atoms and positions in Å:
C1 1.7096 -1.3980 1.1622
O1 1.9054 -1.4643 -0.1907
H1 0.8024 -0.8231 1.4930
H2 1.5916 -2.4062 1.6408
H3 2.5587 -0.9097 1.7038
C2 -1.3536 1.4186 0.0771
C3 -0.6042 0.8852 -1.1495
N1 -0.4855 -0.5640 -1.2157
H4 -1.2201 0.7270 0.9129
H5 -0.9649 2.3824 0.4141
H6 -2.4235 1.6020 -0.0895
H7 -1.0433 1.2500 -2.0826
H8 0.4187 1.2583 -1.0884
H9 0.4091 -0.9374 -0.7801
H10 -1.3003 -1.0209 -0.8072

Summary:
HOMO ... -2.55 eV
Relative energy (zero: lowest compared OMol25 entry of this formula, charge and spin) ... 16.29 kcal per mole
Gap between HOMO and LUMO ... 6.7 eV
Net charge ... -1

Atom charges from the Mulliken analysis, given in e for atoms 1 to 2: number 1, C, carries -0.357; number 2, O, carries -0.887

---

The following is a quantum chemistry calculation of the molecule C6H8S2, from OMol25.

Atoms and positions in Å:
C1 -1.3415 -0.0170 0.1358
C2 -0.0811 -0.8170 0.5428
C3 0.9134 -0.1031 -0.2663
C4 2.2831 0.0462 0.4144
C5 0.2913 1.1318 -1.0581
C6 -0.9631 1.2694 -0.5750
H1 -3.0666 -1.6032 0.3812
H2 -1.9463 0.1896 1.0284
H3 -0.3145 -1.9985 0.2347
H4 0.1408 -0.9388 1.7339
H5 2.6325 1.2139 0.2070
H6 2.4052 -0.2163 1.5378
H7 0.8413 1.9554 -1.6217
H8 -1.5884 2.2373 -0.9658
S1 -2.4776 -1.0983 -0.7388
S2 2.2716 -1.2512 -0.9902

Summary:
HOMO ... -8.84 eV
Relative energy (zero: lowest compared OMol25 entry of this formula, charge and spin) ... 81.24 kcal per mole
Gap between HOMO and LUMO ... 9.5 eV
Structure (SMILES) ... S[C@@H]1C=C[C@@]2(CS2)C1

Atom charges from the Mulliken analysis, given in e for atoms 1 to 2: number 1, C, carries 0.056; number 2, C, carries -0.534

---

The following is a quantum chemistry calculation of C49H47N7O11RbS3Sb as an isolated structure, from OMol25.

Atoms and positions in Å:
Rb1 0.1606 0.3425 0.8044
N1 2.4329 -3.0454 2.4146
C1 3.7087 -2.9836 1.9417
C2 3.5993 -2.6867 0.6142
N2 2.2955 -2.5385 0.2733
C3 1.6080 -2.7514 1.3748
C4 0.1756 -2.7453 1.5454
N3 -0.7387 -3.0529 0.6451
C5 -1.9269 -2.9544 1.2861
C6 -1.7280 -2.5789 2.5897
N4 -0.3854 -2.4643 2.7524
H1 2.1485 -3.0824 3.3863
H2 4.5587 -3.1503 2.5706
H3 4.3739 -2.5715 -0.1168
H4 -2.8528 -3.1670 0.7865
H5 -2.4194 -2.4310 3.3963
H6 0.1345 -2.1424 3.5928
C7 -5.8488 -2.2614 -2.0673
C8 -5.8444 -1.3564 -0.8487
S1 -4.1803 -0.8766 -0.2602
C9 -3.6271 0.3009 -1.5247
C10 -2.9380 -0.3155 -2.7279
S2 -1.5933 -1.4433 -2.2488
C11 -2.1059 -3.1776 -2.6723
C12 -3.5006 -3.5151 -3.1522
S3 -4.7905 -3.7390 -1.8665
H7 -5.5100 -1.7285 -2.9518
H8 -6.8602 -2.6322 -2.2487
H9 -6.2858 -1.8732 0.0037
H10 -6.4190 -0.4504 -1.0547
H11 -2.9235 0.9313 -0.9814
H12 -4.4844 0.9023 -1.8354
H13 -2.4563 0.4794 -3.2989
H14 -3.6283 -0.8446 -3.3785
H15 -1.8598 -3.7414 -1.7743
H16 -1.4150 -3.4634 -3.4688
H17 -3.4540 -4.4919 -3.6397
H18 -3.8846 -2.8006 -3.8783
O1 -0.0753 3.1335 1.1102
C13 -1.1557 2.8017 0.5779
O2 -1.8588 1.8315 0.8809
C14 -1.6764 3.6781 -0.5622
C15 -2.2914 4.8503 -0.2802
C16 -2.8968 5.6246 -1.3044
C17 -2.9081 5.1345 -2.5987
C18 -2.3036 3.9303 -2.9110
C19 -1.5746 3.1425 -1.9153
O3 -0.9151 2.1325 -2.1835
N5 -2.4373 3.4818 -4.2359
O4 -2.7648 4.2920 -5.1037
O5 -2.2674 2.2964 -4.4953
N6 -3.5278 6.8348 -1.0090
O6 -3.4891 7.2635 0.1443
O7 -4.1063 7.4402 -1.9132
H19 -2.3467 5.2113 0.7367
H20 -3.4223 5.6816 -3.3769
C20 0.4421 0.7621 -5.2191
C21 1.8149 1.3450 -5.2463
C22 2.2092 2.1728 -6.2898
C23 3.4740 2.7352 -6.3196
C24 4.3567 2.4844 -5.2852
C25 3.9687 1.6651 -4.2377
C26 2.7180 1.0675 -4.2191
Sb1 2.0461 -0.1082 -2.5022
C27 1.9871 -2.1405 -3.4669
C28 1.3509 -3.0472 -2.6249
C29 1.1539 -4.3688 -2.9812
C30 1.5682 -4.8156 -4.2224
C31 2.1637 -3.9179 -5.0879
C32 2.3768 -2.5868 -4.7319
C33 3.0198 -1.7074 -5.7656
C34 4.0089 -0.1759 -1.5213
C35 4.0021 0.4649 -0.2916
C36 5.1341 0.5654 0.4964
C37 6.3168 -0.0036 0.0634
C38 6.3353 -0.6712 -1.1481
C39 5.1994 -0.7650 -1.9461
C40 5.2882 -1.5002 -3.2470
H21 -0.0704 0.9008 -6.1688
H22 -0.1496 1.2457 -4.4420
H23 0.4768 -0.3003 -4.9822
H24 1.5135 2.3906 -7.0903
H25 3.7632 3.3764 -7.1434
H26 5.3454 2.9274 -5.2976
H27 4.6480 1.4969 -3.4122
H28 1.0030 -2.7188 -1.6581
H29 0.6815 -5.0437 -2.2828
H30 1.4223 -5.8476 -4.5211
H31 2.4767 -4.2473 -6.0726
H32 3.9095 -2.1861 -6.1752
H33 3.2937 -0.7472 -5.3448
H34 2.3267 -1.5319 -6.5897
H35 3.0881 0.9132 0.0733
H36 5.0886 1.0885 1.4413
H37 7.2160 0.0696 0.6615
H38 7.2576 -1.1298 -1.4879
H39 6.2654 -1.9677 -3.3618
H40 5.1303 -0.8133 -4.0760
H41 4.5225 -2.2707 -3.2945
N7 1.6848 3.1813 -0.8292
C41 2.2857 2.6349 -1.6561
H42 1.0508 3.4320 -0.0570
O8 1.3755 -1.7511 4.7185
C42 2.0867 -0.8217 4.2536
O9 1.9066 -0.2222 3.1918
C43 3.3399 -0.4823 5.0686
C44 3.2903 -0.3810 6.4501
C45 4.4279 -0.1135 7.2080
C46 5.6112 0.0171 6.5222
O10 6.8830 0.2471 7.0194
C47 7.7297 0.2713 5.8941
O11 6.9791 0.0677 4.7253
C48 5.6680 -0.0903 5.1362
C49 4.5471 -0.3284 4.3804
H43 2.3409 -0.5151 6.9451
H44 4.3979 -0.0221 8.2814
H45 8.4948 -0.5224 5.9933
H46 8.2455 1.2472 5.8418
H47 4.5797 -0.3970 3.3053

Summary:
HOMO ... -3.34 eV
Relative energy (zero: lowest compared OMol25 entry of this formula, charge and spin) ... 0.00 kcal per mole
Gap between HOMO and LUMO ... 6.8 eV
Net charge ... -2

Atom charges from the Mulliken analysis, given in e for atoms 1 to 2: number 1, Rb, carries 1.261; number 2, N, carries 0.118